The following is a quantum chemistry calculation of a molecular structure, C33H42N6Pd, from the OMol25 dataset.

Geometry (Å):
Pd 0.97316 -0.57543 0.49854
C -5.25588 2.49169 1.89961
C -4.54506 3.29788 0.84940
C -5.10634 4.45565 0.32737
C -4.45255 5.21146 -0.63494
C -3.21892 4.79293 -1.10529
C -2.64329 3.63025 -0.61539
C -3.29255 2.89178 0.37124
N -2.74962 1.69812 0.89657
C -1.41652 1.31974 0.88967
N -0.55453 2.32690 1.07285
C 0.86165 2.40249 0.97252
C 1.69146 1.32006 0.63133
C 3.04691 1.67417 0.49235
C 3.54127 2.94581 0.70727
C 2.68838 3.96543 1.09277
C 1.33832 3.70902 1.22298
C 0.41324 4.83262 1.62588
N -1.06050 0.07666 0.77330
C -2.12384 -0.83394 0.51391
C -2.70374 -1.53072 1.57012
C -3.70457 -2.46317 1.33498
C -4.12771 -2.70039 0.03588
C -3.55123 -2.00051 -1.01588
C -2.54964 -1.05779 -0.80222
C -1.92667 -0.30268 -1.94298
H -6.16065 3.00055 2.22690
H -4.61713 2.32804 2.77009
H -5.55346 1.50645 1.52632
H -6.07516 4.77379 0.69408
H -4.90737 6.11520 -1.01763
H -2.70047 5.36182 -1.86611
H -1.69351 3.29192 -1.00928
H -3.39986 0.94276 1.04073
H -1.00420 3.20436 1.26739
H 3.77028 0.92558 0.20874
H 4.60084 3.13460 0.58493
H 3.06312 4.96411 1.28439
H 0.98768 5.74067 1.79869
H -0.12895 4.61269 2.55124
H -0.32762 5.06858 0.85389
H -2.34569 -1.33736 2.57542
H -4.14401 -3.00497 2.16259
H -4.90237 -3.42979 -0.16146
H -3.88356 -2.18778 -2.03044
H -2.13628 -0.79280 -2.89294
H -0.84487 -0.22203 -1.81533
H -2.31795 0.71726 -1.99845
N 0.10321 -2.72763 0.47012
C 0.45687 -4.16073 0.52444
C 0.98336 -4.61684 1.88422
N 1.72739 -3.56918 2.55939
H -0.40425 -2.51350 1.32397
H -0.57075 -2.61031 -0.27798
H 1.17478 -4.37040 -0.26760
H -0.43530 -4.76015 0.31633
H 1.55598 -5.53765 1.71123
H 0.13606 -4.89304 2.51932
H 2.45228 -3.19037 1.96072
H 2.17111 -3.92047 3.39775
C 3.40308 -2.37378 -4.03054
N 2.29689 -1.74197 -3.34207
C 1.43502 -2.73330 -2.73994
C 2.69431 -0.69478 -2.39932
C 3.45550 -1.12542 -1.15529
C 4.82499 -1.37410 -1.27138
C 5.60720 -1.67969 -0.16974
C 5.01208 -1.73752 1.08178
C 3.65476 -1.47788 1.20937
C 2.84334 -1.16947 0.10680
H 3.01562 -2.98892 -4.84602
H 4.00935 -3.02211 -3.37837
H 4.05693 -1.61376 -4.46126
H 0.96179 -3.34034 -3.51588
H 0.65858 -2.23601 -2.15598
H 1.98303 -3.40849 -2.06244
H 1.78959 -0.17201 -2.08132
H 3.30248 0.01915 -2.96214
H 5.29608 -1.28678 -2.24462
H 6.67139 -1.84517 -0.28363
H 5.60941 -1.94420 1.96254
H 3.21772 -1.47483 2.20190

total charge = 0
molar mass = 629.16 Da
energy relative to the best compared isomer or geometry (same formula, charge and spin) = 0.364 eV

***

The following is a quantum chemistry calculation of 13 unconnected molecules or ions with the total composition C47H113N9O17P2, from the OMol25 dataset.

Geometry (Å):
C -2.58405 2.32601 -0.73459
C -2.59555 0.99229 -0.03774
C -1.26573 0.64043 0.56374
C -1.27130 -0.85857 0.84483
N -0.11744 -1.37589 1.61570
C -0.07873 -2.84972 1.66795
C 0.82749 -3.24818 2.84685
C 0.73086 -2.00458 3.73392
C -0.07324 -0.92716 3.03950
C 1.17899 -0.96959 0.91188
H -3.54485 2.45354 -1.23783
H -1.83408 2.62232 -1.47202
H -2.41010 3.10537 0.01900
H -2.98385 0.29395 -0.78463
H -3.33190 1.01794 0.77047
H -1.03306 1.32422 1.38308
H -0.48390 0.82976 -0.17737
H -1.27116 -1.40206 -0.10429
H -2.18003 -1.26928 1.29593
H 0.21113 -3.29977 0.71951
H -1.10793 -3.17492 1.83907
H 1.81214 -3.62176 2.57033
H 0.34592 -4.09247 3.33933
H 1.71758 -1.62118 3.97959
H 0.13778 -2.27307 4.60876
H 0.35937 0.07017 3.08560
H -1.11961 -0.90931 3.35020
H 1.21627 0.10212 1.07436
H 1.09488 -1.31561 -0.11997
H 2.06908 -1.46094 1.29992
C 2.31873 -3.89364 -3.36841
C 1.71192 -2.84896 -2.38096
O 0.51710 -3.17209 -1.77535
H 3.33341 -3.58195 -3.64183
H 1.70349 -3.97087 -4.26349
H 2.49915 -4.84004 -2.85614
H 1.71169 -1.83860 -2.82733
H 2.48875 -2.71203 -1.60107
C 4.53616 -2.96472 0.20615
C 5.17401 -2.53051 -1.11748
C 5.74566 -3.67567 -1.94432
C 6.72372 -3.14920 -2.98359
C 7.57864 -4.23777 -3.56539
C 8.65271 -3.75712 -4.57465
H 3.64935 -3.57903 0.01512
H 4.06605 -2.08155 0.64747
H 5.26879 -3.43518 0.85682
H 4.51453 -1.91468 -1.73192
H 5.95663 -1.88801 -0.69801
H 5.02786 -4.31915 -2.45651
H 6.23550 -4.31554 -1.20059
H 6.11066 -2.68307 -3.76494
H 7.30273 -2.30912 -2.58743
H 8.08431 -4.72575 -2.73017
H 6.95379 -4.90667 -4.16055
H 9.38338 -3.10531 -4.09682
H 9.11126 -4.63449 -5.03175
H 8.19691 -3.22547 -5.41281
C -3.11250 -2.87318 4.60224
C -3.95884 -2.20314 3.52293
O -4.32273 -2.84116 2.54742
N -4.28494 -0.92605 3.78055
C -5.35802 -0.23303 3.08681
H -3.68603 -3.71722 4.98633
H -2.85164 -2.29950 5.49099
H -2.23740 -3.19547 4.03776
H -4.24629 -0.63322 4.74308
H -5.74034 -0.80883 2.24597
H -5.06038 0.72148 2.65328
H -6.19143 -0.09445 3.77755
C -2.98202 -1.47604 -3.15088
C -2.00172 -0.34838 -3.29529
O -2.35430 0.75899 -3.68465
N -0.68902 -0.62049 -3.02743
C 0.35089 0.29481 -3.41562
H -2.79434 -2.09325 -4.03053
H -4.00878 -1.12275 -3.21159
H -2.85286 -1.97949 -2.19399
H -0.44687 -1.37729 -2.39122
H 1.08074 0.43098 -2.61120
H -0.00267 1.27859 -3.71675
H 1.01862 0.01377 -4.23791
C -7.63783 1.29432 -1.66007
C -6.77820 1.91946 -0.56912
O -6.28395 1.11750 0.22425
N -6.57400 3.24295 -0.59248
C -5.77496 3.90222 0.41371
H -7.66191 1.94540 -2.53386
H -8.60829 1.06766 -1.21882
H -7.19764 0.32917 -1.89474
H -7.15246 3.82183 -1.17624
H -6.33021 4.42293 1.19582
H -4.97250 4.49037 -0.03220
H -5.21864 3.17903 1.01294
C 3.16026 4.01529 0.04932
C 3.19594 2.59698 -0.39577
O 2.44835 1.74874 0.06263
N 4.06726 2.33992 -1.41149
C 4.14966 1.00127 -2.04347
H 4.07880 4.57041 -0.13703
H 3.08858 3.99364 1.13814
H 2.27492 4.43122 -0.43071
H 4.57498 3.10499 -1.81733
H 3.85420 1.13703 -3.08505
H 3.53434 0.28689 -1.51057
H 5.21012 0.75645 -2.10594
C -3.44932 6.57179 2.45284
C -2.93729 6.29390 1.03666
O -1.97298 5.55172 0.84722
N -3.44592 7.05776 0.07751
C -3.10487 6.89558 -1.32839
H -3.26323 5.74261 3.13173
H -4.52318 6.75097 2.39658
H -2.89618 7.41348 2.86959
H -4.11148 7.77726 0.30079
H -2.04109 7.09898 -1.45485
H -3.63628 7.64404 -1.91264
H -3.34616 5.90356 -1.70517
C -1.56719 -5.86273 7.20569
C -0.98441 -5.76452 5.81328
O -0.41447 -4.73298 5.43702
N -1.21719 -6.80609 5.03926
C -0.74497 -6.97665 3.65387
H -0.84789 -5.50208 7.93787
H -1.95641 -6.82541 7.53614
H -2.42850 -5.19098 7.17646
H -1.50479 -7.63543 5.53232
H -1.10821 -6.06810 3.17600
H -1.28951 -7.79937 3.19492
H 0.29895 -7.14561 3.39457
C 0.60625 -6.48394 -0.33709
C -0.86797 -6.20378 -0.04299
O -1.53455 -7.04203 0.55424
N -1.28029 -4.96294 -0.32209
C -2.59013 -4.37976 -0.15355
H 1.17988 -5.55644 -0.37757
H 0.73540 -7.06077 -1.25100
H 1.02868 -7.06043 0.48644
H -0.64334 -4.28324 -0.73808
H -2.84976 -4.20837 0.89592
H -3.32928 -5.13337 -0.44111
H -2.70524 -3.48071 -0.74952
C 0.55716 3.60560 2.40428
C 1.03429 4.91748 2.94759
O 2.00532 5.02655 3.69102
N 0.39178 5.97796 2.39824
C 0.57591 7.29446 2.95241
H 0.55841 3.51631 1.31960
H -0.32399 3.32018 2.98351
H 1.24220 2.78902 2.65299
H -0.39576 5.73818 1.80000
H -0.35080 7.87224 2.95220
H 1.24486 7.87240 2.30827
H 0.98159 7.23857 3.95910
C -3.76772 2.69484 -8.62457
O -3.24228 2.91723 -7.33558
P -3.58605 4.23539 -6.52502
O -4.85121 4.28358 -5.80982
O -2.26698 4.41848 -5.57976
C -2.24441 3.90333 -4.25148
O -3.30900 5.44435 -7.54454
C -4.15513 6.57568 -7.47130
H -4.27315 1.73993 -8.78619
H -2.94962 2.51378 -9.33118
H -4.35380 3.52685 -9.01052
H -1.47526 3.13027 -4.28851
H -3.17019 3.34362 -4.10416
H -2.06112 4.67080 -3.50201
H -4.12700 7.22243 -8.34819
H -3.96148 7.25557 -6.63739
H -5.15845 6.15508 -7.37301
C 5.30230 -2.64120 3.86342
O 5.94487 -1.34514 3.75996
P 4.98241 -0.07071 3.43021
O 3.65268 -0.26442 4.04072
O 5.92920 1.08003 4.02026
C 5.25467 2.34006 4.19388
O 5.09048 0.12177 1.83800
C 6.17854 0.79536 1.18786
H 4.57179 -2.64716 4.67131
H 6.15875 -3.25967 4.12297
H 4.81268 -3.01559 2.96633
H 4.40832 2.51474 3.53484
H 5.95643 3.17750 4.17367
H 4.99972 2.44625 5.25175
H 7.12962 0.43863 1.57518
H 6.07664 1.88027 1.21630
H 6.03993 0.53399 0.13961

total charge = 0
molar mass = 1138.41 Da

***

The following is a quantum chemistry calculation of 10 unconnected molecules or ions with the total composition C31H52Cl27FN6OP, from the OMol25 dataset.

Geometry (Å):
C -1.83469 -4.01571 2.35133
C -0.38098 -4.09951 2.84011
C 0.61314 -4.66654 1.81058
C 0.44495 -4.18459 0.36530
C 1.26235 -2.90928 0.04245
C 0.40019 -1.70033 0.36823
N 1.08418 -0.36737 0.45128
C 1.02192 0.46081 -0.78887
C 1.40253 -0.30757 -2.05088
C 0.16785 -0.78575 -2.84344
C 0.36494 -2.13997 -3.53586
N -0.84160 -2.93685 -3.57489
C -0.85544 -4.29129 -3.74734
C -2.14488 -4.73394 -3.78012
C -2.97178 -3.58958 -3.61573
C -2.13757 -2.51751 -3.49930
C 0.68733 0.37224 1.54362
N -0.51062 1.15691 1.59450
F -0.37258 2.34220 0.86258
C -1.78229 0.50561 1.31878
C -2.91807 1.53975 1.31544
C -3.11808 2.25287 -0.01911
N -3.02857 1.55405 -1.25781
O -3.33681 3.43898 -0.01173
N 1.40656 0.49299 2.60929
P 0.81647 1.46177 4.03160
N 1.33367 0.88511 5.37612
C 2.77059 -0.07406 2.77063
C 2.75925 -1.58858 2.96532
C 3.74968 0.50134 1.71358
C 4.24699 -0.45565 0.62720
H -2.50261 -3.87514 3.19756
H -1.94559 -3.17390 1.66241
H -2.09838 -4.91094 1.78859
H -0.08854 -3.12211 3.23782
H -0.37227 -4.77145 3.69641
H 1.61617 -4.39205 2.14698
H 0.58724 -5.75495 1.86669
H 0.86087 -4.96226 -0.27812
H -0.59746 -4.07727 0.06227
H 2.17155 -2.96012 0.63589
H 1.52070 -2.97537 -1.01127
H -0.44367 -1.67911 -0.32404
H -0.04120 -1.89352 1.35001
H 0.01176 0.86135 -0.90997
H 1.69638 1.30569 -0.65056
H 2.11387 -1.10810 -1.86251
H 1.92142 0.40925 -2.68913
H -0.73198 -0.79662 -2.22795
H -0.02606 -0.04715 -3.62349
H 0.68493 -1.95370 -4.56549
H 1.17642 -2.69225 -3.06409
H 0.02446 -4.90476 -3.85566
H -2.51665 -5.72997 -3.91611
H -4.04734 -3.55993 -3.59875
H -2.45557 -1.49364 -3.39580
H -1.94771 -0.29323 2.04061
H -1.75665 0.05573 0.31929
H -3.83790 1.00225 1.55248
H -2.67797 2.28810 2.06627
H -2.07392 1.42187 -1.56418
H -3.53526 0.67630 -1.25969
H 1.28308 2.75239 3.77497
H -0.57090 1.40926 4.03092
H 1.93289 1.54518 5.85971
H 3.09655 0.33503 3.72612
H 2.75567 -1.80208 4.03525
H 3.64221 -2.06951 2.55282
H 1.87538 -2.07809 2.56644
H 4.59104 0.95689 2.23104
H 3.24252 1.33510 1.22122
H 5.21252 -0.89068 0.88302
H 3.53823 -1.23398 0.36487
H 4.42978 0.12081 -0.28157
C -1.16015 -8.25516 -6.60822
Cl -2.78959 -8.91430 -6.48048
Cl -0.97684 -6.85056 -5.55074
Cl 0.04733 -9.48688 -6.24216
H -1.00796 -7.92872 -7.62808
C 3.15857 5.15700 1.66291
Cl 1.57586 4.38639 1.85449
Cl 3.30256 6.56962 2.69657
Cl 4.44879 4.00600 1.99164
H 3.23730 5.47592 0.63181
C 5.23282 2.91245 -1.76695
Cl 5.09704 1.65697 -2.99544
Cl 3.62822 3.30786 -1.12235
Cl 6.34379 2.41517 -0.49371
H 5.63086 3.80458 -2.23188
C -1.10506 7.08657 3.25104
Cl -0.54974 5.86868 4.41297
Cl -0.90620 8.69988 3.89700
Cl -0.25778 6.91580 1.70748
H -2.15944 6.91874 3.07289
C -4.45422 10.47683 3.16158
Cl -3.80902 9.08888 2.26631
Cl -3.84341 10.52056 4.81288
Cl -4.09179 11.97504 2.31488
H -5.52878 10.36378 3.20795
C 0.70751 -2.72798 -8.26487
Cl 0.48559 -1.00723 -8.57830
Cl 2.39051 -3.19747 -8.49116
Cl 0.15629 -3.14130 -6.63711
H 0.10409 -3.28050 -8.97247
C 1.46939 -6.61185 5.61637
Cl 1.95133 -7.92223 4.54176
Cl 2.08436 -6.86466 7.24317
Cl 2.01108 -5.05382 4.97364
H 0.38827 -6.59456 5.66194
C -6.71611 4.33561 -0.24984
Cl -6.98216 2.78986 0.57130
Cl -7.26538 4.25334 -1.92023
Cl -7.51659 5.64369 0.61629
H -5.65065 4.52828 -0.25198
C -0.20174 5.97956 -1.84663
Cl -0.43845 4.31361 -2.39182
Cl 1.51441 6.28142 -1.52601
Cl -0.82641 7.12237 -3.02092
H -0.74510 6.10890 -0.91961

total charge = +1
molar mass = 1532.00 Da

***

Number 1: Kohn-Sham gap 8.115 eV. Number 2: Kohn-Sham gap 6.767 eV. Number 3: Kohn-Sham gap 6.147 eV.